A molecular structure, C27H36AsBrClIMnNO7SSi, computed with the ωB97M-V functional and the def2-TZVPD basis.

```
! wB97M-V def2-TZVPD RIJCOSX def2/J DEFGRID3
* xyz 1 4
Mn 1.63 -0.03 -0.94
Cl 1.37 -1.89 -7.46
C 1.19 -1.06 -5.95
C 0.41 0.06 -5.88
C 0.26 0.78 -4.67
I -0.94 2.46 -4.57
C 0.90 0.35 -3.54
O 0.85 0.93 -2.33
C 1.63 -0.84 -3.61
N 2.11 -1.28 -2.41
C 2.89 -2.34 -2.35
C 3.21 -3.06 -3.51
C 2.67 -2.69 -4.72
C 1.84 -1.55 -4.80
H -0.10 0.41 -6.77
H 3.25 -2.63 -1.37
H 3.86 -3.92 -3.43
H 2.88 -3.26 -5.61
O 5.10 -0.92 -0.15
As 3.91 -0.87 1.14
O 4.25 -2.07 2.17
O 2.40 -1.11 0.33
C 4.12 0.89 1.89
C 4.78 0.94 3.10
C 5.14 2.18 3.64
C 4.86 3.36 2.97
C 4.18 3.33 1.75
C 3.83 2.10 1.22
S 2.84 2.05 -0.20
O 2.70 3.33 -0.78
O 1.54 1.41 0.30
O 3.32 0.94 -1.11
H 5.78 -1.56 0.14
H 4.99 0.02 3.62
H 5.66 2.22 4.58
H 5.15 4.31 3.39
H 3.93 4.23 1.21
C -3.73 2.21 1.08
C -2.70 1.53 0.17
C -1.45 2.41 0.07
C -3.26 1.43 -1.26
Si -2.38 -0.18 0.90
Br -0.43 -1.16 -0.62
C -3.61 -1.56 0.45
C -3.11 -2.92 0.96
C -3.84 -1.71 -1.06
C -4.96 -1.22 1.12
C -1.53 -0.33 2.59
C -2.64 -0.54 3.64
C -0.75 0.94 2.97
C -0.52 -1.50 2.67
H -4.01 3.17 0.64
H -3.33 2.41 2.08
H -4.65 1.63 1.20
H -1.76 3.40 -0.28
H -0.74 2.02 -0.65
H -0.94 2.55 1.02
H -3.23 2.43 -1.71
H -4.30 1.10 -1.27
H -2.67 0.77 -1.90
H -2.15 -3.20 0.52
H -3.84 -3.68 0.67
H -3.02 -2.96 2.05
H -2.91 -1.84 -1.62
H -4.38 -0.88 -1.49
H -4.44 -2.61 -1.22
H -4.89 -1.14 2.20
H -5.66 -2.04 0.89
H -5.39 -0.30 0.72
H -3.37 0.26 3.65
H -2.17 -0.58 4.63
H -3.17 -1.49 3.50
H -1.39 1.82 3.02
H 0.08 1.13 2.29
H -0.33 0.79 3.97
H -0.92 -2.44 2.29
H -0.25 -1.64 3.72
H 0.39 -1.28 2.11
*
```

Values from the calculation:
Max |F|: 1.0 eV Å⁻¹
Energy relative to the best compared isomer or geometry (same formula, charge and spin): 0.1289 eV
Calculated total energy: -245939.5415 eV
Expectation value of S²: 3.84
HOMO-LUMO gap (alpha / beta): 0.19638 / 0.22843 Ha

Let us look at the Löwdin charges, expressed in e, one per atom: number 1, Mn, carries 0.639; number 2, Cl, carries 0.740; number 3, C, carries -0.594; number 4, C, carries -0.137; number 5, C, carries -0.625; number 6, I, carries 1.007; number 7, C, carries -0.393; number 8, O, carries -0.238; number 9, C, carries -0.139; number 10, N, carries 0.016; number 11, C, carries -0.042; number 12, C, carries 0.003; number 13, C, carries 0.033; number 14, C, carries -0.149; number 15, H, carries 0.104; number 16, H, carries 0.121; number 17, H, carries 0.123; number 18, H, carries 0.111; number 19, O, carries -0.228; number 20, As, carries 0.949; number 21, O, carries -0.407; number 22, O, carries -0.526; number 23, C, carries -0.224; number 24, C, carries -0.055; number 25, C, carries -0.029; number 26, C, carries -0.033; number 27, C, carries -0.021; number 28, C, carries -0.274; number 29, S, carries 0.639; number 30, O, carries -0.184; number 31, O, carries -0.364; number 32, O, carries -0.317; number 33, H, carries 0.066; number 34, H, carries 0.115; number 35, H, carries 0.120; number 36, H, carries 0.121; number 37, H, carries 0.126; number 38, C, carries -0.067; number 39, C, carries -0.614; number 40, C, carries -0.086; number 41, C, carries -0.100; number 42, Si, carries 0.824; number 43, Br, carries 0.760; number 44, C, carries -0.626; number 45, C, carries -0.098; number 46, C, carries -0.103; number 47, C, carries -0.071; number 48, C, carries -0.615; number 49, C, carries -0.080; number 50, C, carries -0.085; number 51, C, carries -0.106; number 52, H, carries 0.100; number 53, H, carries 0.076; number 54, H, carries 0.068; number 55, H, carries 0.101; number 56, H, carries 0.049; number 57, H, carries 0.060; number 58, H, carries 0.083; number 59, H, carries 0.076; number 60, H, carries 0.061; number 61, H, carries 0.058; number 62, H, carries 0.095; number 63, H, carries 0.068; number 64, H, carries 0.040; number 65, H, carries 0.062; number 66, H, carries 0.095; number 67, H, carries 0.072; number 68, H, carries 0.100; number 69, H, carries 0.072; number 70, H, carries 0.085; number 71, H, carries 0.097; number 72, H, carries 0.065; number 73, H, carries 0.074; number 74, H, carries 0.061; number 75, H, carries 0.099; number 76, H, carries 0.059; number 77, H, carries 0.099; number 78, H, carries 0.041